No. 1
{
  "formula": "C4H5N3O3",
  "method": "wB97M-V/def2-TZVPD",
  "elements": ["C", "C", "C", "C", "N", "N", "N", "O", "O", "O", "H", "H", "H", "H", "H"],
  "xyz": [[0.699904, -0.430023, -0.576096], [2.019080, -0.991464, -0.554478], [-0.838860, 1.190017, 0.384711], [-3.494603, -0.745712, 0.031979], [-0.801767, 2.275672, -0.229769], [0.133083, 0.264087, 0.384446], [3.367105, -0.455276, 1.251695], [-3.123462, -1.517918, -0.734701], [-3.895250, 0.001470, 0.807756], [3.007623, -1.027427, 0.200558], [0.039573, -0.809585, -1.474308], [2.225925, -1.646122, -1.355441], [-1.618249, 1.001630, 1.048512], [-0.292569, 2.773491, -0.907388], [2.572473, 0.117159, 1.722531]],
  "forces_ev_per_angstrom": [[-2.2, 0.2, 0.8], [-3.9, -0.5, -2.6], [1.1, 0.8, -1.8], [-0.3, -0.1, 0.1], [-2.8, 1.2, 0.8], [3.4, -2.0, -1.0], [-0.3, 2.4, 4.3], [0.5, -0.6, -0.8], [-0.3, 0.7, 0.7], [2.2, -0.7, -0.1], [1.5, 1.0, 1.3], [0.0, -0.6, -1.0], [-1.4, -0.2, 1.3], [1.5, -0.6, -0.6], [0.9, -1.0, -1.4]],
  "lowdin_charge": [-0.1004, -0.1549, -0.3839, -0.4403, 0.1243, 0.0737, 0.0913, 0.2095, 0.2125, -0.0949, 0.1546, 0.1074, 0.0732, 0.0307, 0.0973],
  "orbital_gap_ev": [8.000, 7.909],
  "de_lowest_kj_mol": 670.6,
  "e_lumo_ev": [-0.79, -1.21]
}

=====

No. 2
{
  "formula": "C67H57N4P2SSb2TeTi",
  "method": "wB97M-V/def2-TZVPD",
  "elements": ["Ti", "C", "C", "C", "Sb", "C", "C", "C", "C", "C", "C", "C", "C", "C", "C", "C", "C", "Sb", "C", "C", "C", "C", "C", "C", "C", "C", "C", "C", "C", "C", "H", "H", "H", "H", "H", "H", "H", "H", "H", "H", "H", "H", "H", "H", "H", "H", "H", "H", "H", "H", "H", "H", "H", "H", "H", "H", "Te", "C", "C", "C", "N", "C", "C", "C", "P", "C", "C", "C", "C", "C", "C", "C", "C", "C", "C", "C", "C", "P", "C", "C", "C", "C", "C", "C", "C", "C", "C", "C", "C", "C", "H", "H", "H", "H", "H", "H", "H", "H", "H", "H", "H", "H", "H", "H", "H", "H", "H", "H", "H", "H", "H", "H", "H", "H", "N", "C", "C", "C", "C", "C", "C", "N", "C", "C", "C", "S", "C", "N", "H", "H", "H", "H", "H", "H", "H"],
  "xyz": [[-0.231100, 0.207900, 0.044300], [0.993600, 1.918200, -1.591800], [2.267900, 1.256700, -2.081600], [2.442400, -0.120700, -1.456000], [2.739700, 0.332400, 0.672100], [3.178100, -1.359600, 1.935400], [3.762400, -2.565900, 1.589400], [4.128400, -3.463100, 2.582500], [3.895600, -3.163400, 3.914900], [3.280300, -1.971800, 4.263500], [2.929600, -1.072000, 3.273400], [4.776200, 0.865400, 0.121700], [5.099500, 2.145200, -0.305300], [6.385800, 2.424300, -0.739200], [7.345200, 1.427900, -0.766400], [7.018800, 0.151300, -0.345900], [5.738200, -0.129900, 0.100600], [0.610300, 2.885100, 0.439800], [0.718600, 4.927000, -0.259600], [-0.032400, 5.941300, 0.313000], [0.197000, 7.257800, -0.051200], [1.178700, 7.561800, -0.980800], [1.936200, 6.547100, -1.541000], [1.709000, 5.229400, -1.181700], [1.855800, 3.427600, 2.215300], [3.177000, 3.148600, 2.502600], [3.706100, 3.513500, 3.732800], [2.918100, 4.138900, 4.680600], [1.605300, 4.454900, 4.375800], [1.078400, 4.103600, 3.145900], [0.198000, 1.104900, -1.578700], [0.653600, 2.678600, -2.302700], [3.148000, 1.879400, -1.885300], [2.199500, 1.149400, -3.171900], [3.320200, -0.625400, -1.867200], [1.539300, -0.716100, -1.673600], [3.952300, -2.807200, 0.551200], [4.621300, -4.386700, 2.319300], [4.206700, -3.850200, 4.685700], [3.102200, -1.726000, 5.301300], [2.486200, -0.113900, 3.543500], [4.367000, 2.947200, -0.293900], [6.636900, 3.424400, -1.053300], [8.345300, 1.644500, -1.105300], [7.757700, -0.634200, -0.361500], [5.507300, -1.125800, 0.447100], [-0.808000, 5.717200, 1.032200], [-0.386700, 8.048900, 0.395700], [1.356900, 8.586800, -1.266600], [2.715200, 6.776700, -2.252400], [2.313200, 4.442400, -1.621100], [3.842400, 2.691100, 1.783700], [4.743300, 3.304400, 3.936500], [3.329500, 4.396400, 5.642400], [0.990300, 4.971600, 5.094900], [0.055900, 4.374900, 2.906700], [-3.944100, -0.386000, -3.391900], [-5.922700, 0.082000, -2.605900], [-6.532500, 1.300600, -2.838100], [-7.876100, 1.433400, -2.491100], [-8.555100, 0.451400, -1.946300], [-7.994200, -0.714900, -1.742700], [-6.658600, -0.953800, -2.059200], [-2.615200, -0.030200, -1.772400], [-2.246900, 1.439700, -0.848800], [-3.740000, 1.958400, 0.056600], [-3.948400, 1.475300, 1.344200], [-5.114000, 1.790900, 2.016900], [-6.089300, 2.549700, 1.386800], [-5.888700, 3.015300, 0.096500], [-4.714400, 2.727300, -0.574000], [-2.005200, 2.801400, -2.032400], [-2.038500, 4.118500, -1.568700], [-1.809200, 5.167200, -2.442000], [-1.521700, 4.909700, -3.774900], [-1.470200, 3.602100, -4.237300], [-1.690100, 2.549000, -3.367400], [-1.958400, -1.345800, -0.788500], [-1.380400, -2.585600, -1.985900], [-0.675900, -2.116400, -3.097600], [-0.137100, -3.006600, -4.008400], [-0.287800, -4.373300, -3.809900], [-0.970700, -4.844300, -2.699400], [-1.497000, -3.957600, -1.774900], [-3.288600, -2.149200, 0.173900], [-4.271700, -2.890100, -0.480100], [-5.354600, -3.372100, 0.235400], [-5.464800, -3.118000, 1.594000], [-4.484900, -2.389100, 2.248500], [-3.401300, -1.903200, 1.541200], [-6.010600, 2.119100, -3.309400], [-8.417800, 2.352600, -2.675900], [-8.616800, -1.499600, -1.331800], [-6.241300, -1.935900, -1.910100], [-3.186300, 0.855000, 1.805700], [-5.261500, 1.450500, 3.029800], [-7.008300, 2.781800, 1.900900], [-6.645900, 3.611800, -0.387400], [-4.549300, 3.098400, -1.575000], [-2.277900, 4.316000, -0.529100], [-1.838500, 6.186100, -2.086300], [-1.349000, 5.726200, -4.458700], [-1.239600, 3.399600, -5.272500], [-1.621500, 1.526400, -3.725000], [-0.572700, -1.041300, -3.248200], [0.401200, -2.641500, -4.870000], [0.120800, -5.066200, -4.528300], [-1.093100, -5.906100, -2.551200], [-2.018000, -4.331400, -0.903700], [-4.174900, -3.080000, -1.544100], [-6.118700, -3.950900, -0.261600], [-6.315400, -3.486500, 2.142900], [-4.570400, -2.205200, 3.308200], [-2.638300, -1.325000, 2.051100], [-0.276700, -1.429100, 3.768500], [-0.717600, -0.217300, 4.245700], [-1.040200, 0.212900, 5.524500], [-1.493400, 1.509700, 5.657000], [-1.649300, 2.342000, 4.543000], [-1.332400, 1.922000, 3.267300], [-0.829700, 0.628100, 3.118500], [-0.436300, -0.091500, 1.997100], [-0.112600, -1.316700, 2.434000], [0.355300, -2.355400, 1.557800], [0.562100, -3.682400, 1.836500], [1.181400, -4.496000, 0.471300], [1.130700, -3.022500, -0.391800], [0.678600, -1.992600, 0.272500], [-0.090400, -2.249100, 4.323700], [-0.951500, -0.446600, 6.370800], [-1.751700, 1.887000, 6.634100], [-2.050300, 3.334600, 4.680600], [-1.512100, 2.563500, 2.408600], [0.381900, -4.198500, 2.756700], [1.448000, -2.985400, -1.417700]],
  "forces_ev_per_angstrom": [[0.4, 0.2, -0.8], [0.4, -0.1, 0.7], [0.2, -0.1, -0.1], [0.0, -0.1, 0.1], [1.2, -1.0, -0.5], [-0.2, 0.7, -0.3], [0.1, -0.1, -0.2], [0.0, 0.0, -0.1], [-0.1, -0.1, 0.1], [0.0, 0.0, 0.1], [0.0, 0.4, 0.0], [-0.5, 0.3, 0.3], [-0.1, 0.2, 0.1], [0.0, 0.1, -0.1], [0.0, 0.0, 0.0], [0.0, 0.0, 0.0], [-0.2, -0.3, 0.2], [0.8, 1.0, 0.0], [-0.3, -0.4, 0.1], [-0.1, -0.1, 0.1], [0.0, 0.0, 0.0], [0.0, 0.0, 0.0], [0.1, 0.1, -0.1], [0.0, -0.4, 0.0], [-0.5, -0.5, -0.7], [0.2, -0.1, -0.2], [0.1, -0.1, 0.0], [0.0, 0.0, 0.0], [0.0, 0.0, 0.1], [-0.2, 0.1, -0.4], [0.2, 0.8, -1.3], [-0.4, -0.2, 0.4], [-0.1, 0.0, -0.1], [0.1, 0.1, 0.1], [-0.2, -0.1, 0.2], [0.2, 0.0, -0.1], [0.1, 0.0, 0.0], [0.0, -0.1, 0.0], [0.0, -0.1, 0.1], [0.0, 0.0, 0.1], [0.0, -0.1, 0.1], [0.0, 0.0, 0.0], [0.0, 0.1, -0.1], [0.1, 0.0, 0.0], [0.1, -0.1, 0.0], [0.0, -0.1, 0.0], [-0.1, 0.0, 0.1], [-0.1, 0.0, 0.0], [0.0, 0.1, 0.0], [0.0, 0.0, -0.1], [0.0, 0.0, -0.1], [0.0, 0.0, 0.1], [0.2, 0.0, 0.1], [0.1, 0.1, 0.1], [-0.1, 0.1, 0.1], [0.0, 0.0, 0.1], [-0.4, 0.3, 0.1], [0.8, -0.3, -0.1], [-0.1, 0.2, -0.2], [0.7, 0.1, -0.2], [-1.3, 0.2, 0.3], [0.7, -0.4, 0.0], [-0.2, -0.2, 0.0], [0.9, 0.1, 1.1], [-1.5, -0.6, -1.1], [0.6, -0.1, 0.3], [0.2, 0.0, -0.1], [0.0, -0.1, 0.1], [0.0, 0.0, 0.0], [0.0, 0.0, 0.0], [0.2, 0.0, 0.0], [0.4, 0.0, 0.3], [-0.2, -0.2, -0.1], [0.1, 0.1, -0.1], [-0.1, 0.0, 0.1], [0.1, -0.1, 0.0], [0.0, -0.2, 0.1], [-1.7, 0.2, -0.7], [0.3, 0.1, 0.3], [-0.1, 0.2, 0.1], [0.1, -0.1, 0.0], [0.0, 0.1, -0.1], [0.0, -0.1, 0.0], [-0.2, 0.2, 0.0], [0.6, 0.2, 0.1], [0.2, 0.0, -0.1], [0.0, 0.0, 0.0], [0.0, 0.0, 0.0], [0.0, 0.0, 0.1], [0.2, 0.0, -0.1], [0.1, 0.1, -0.1], [0.1, 0.1, 0.0], [0.0, 0.0, 0.1], [0.0, 0.0, 0.0], [-0.2, 0.1, 0.0], [-0.1, -0.1, 0.1], [-0.1, 0.0, 0.1], [-0.1, 0.0, 0.0], [-0.1, 0.0, 0.0], [0.0, 0.1, 0.0], [0.0, 0.1, 0.0], [0.0, 0.1, 0.0], [0.0, 0.0, -0.1], [0.0, 0.1, 0.0], [0.0, -0.2, -0.1], [0.0, 0.0, -0.1], [0.0, -0.1, -0.1], [0.0, -0.1, 0.0], [0.0, 0.0, 0.0], [-0.1, 0.0, 0.1], [-0.1, 0.0, -0.1], [-0.1, -0.1, 0.1], [0.0, 0.0, 0.1], [-0.1, 0.0, 0.0], [0.1, -0.1, -0.9], [-0.3, 1.0, -0.3], [0.0, -0.1, 0.0], [0.0, -0.1, -0.1], [0.0, 0.0, -0.1], [0.0, -0.1, -0.1], [-0.3, 0.2, 1.0], [0.0, -0.7, 0.7], [-0.2, -0.2, 0.9], [0.2, -1.2, 0.1], [-0.1, 0.5, -0.2], [-0.1, 0.8, 0.1], [0.1, -0.2, 0.0], [-0.4, 0.5, 0.2], [0.1, -0.1, 0.0], [0.0, -0.1, 0.2], [0.0, 0.0, 0.1], [0.0, 0.1, 0.0], [0.0, -0.1, 0.2], [0.0, -0.2, 0.3], [0.0, 0.1, -0.3]],
  "lowdin_charge": [0.5045, -0.3729, -0.3381, -0.3432, 1.5639, -0.3777, -0.1580, -0.0586, -0.0485, -0.0645, -0.1600, -0.3378, -0.1520, -0.0501, -0.0447, -0.0474, -0.1065, 1.5056, -0.3719, -0.1464, -0.0560, -0.0452, -0.0523, -0.1231, -0.3424, -0.1556, -0.0525, -0.0494, -0.0541, -0.1612, -0.0270, 0.0733, 0.0868, 0.1337, 0.0864, 0.0221, 0.1052, 0.1212, 0.1195, 0.1167, 0.0957, 0.0932, 0.1179, 0.1207, 0.1193, 0.0813, 0.1007, 0.1202, 0.1202, 0.1182, 0.0927, 0.0391, 0.1182, 0.1186, 0.1173, 0.0802, 1.3416, -0.4924, -0.1347, -0.1305, 0.0818, -0.1213, -0.1191, -0.8926, 0.8454, -0.3311, -0.1070, -0.0501, -0.0358, -0.0460, -0.0877, -0.3999, -0.1300, -0.0500, -0.0317, -0.0456, -0.1279, 0.8624, -0.3911, -0.1357, -0.0504, -0.0388, -0.0511, -0.1048, -0.3252, -0.1118, -0.0532, -0.0379, -0.0556, -0.1034, 0.0964, 0.1191, 0.1173, 0.0633, 0.0660, 0.1139, 0.1200, 0.1199, 0.1059, 0.1053, 0.1169, 0.1206, 0.1193, 0.0646, 0.0897, 0.1190, 0.1213, 0.1216, 0.1124, 0.0926, 0.1225, 0.1198, 0.1135, 0.0721, 0.2343, -0.1585, 0.0234, -0.0299, -0.0429, -0.0655, -0.2083, -0.0137, -0.2837, -0.3391, -0.2599, 1.1706, -0.4299, -0.0913, 0.1874, 0.1266, 0.1244, 0.1243, 0.0676, 0.0977, 0.0993],
  "charge": 3,
  "orbital_gap_ev": [4.990, 5.030],
  "e_lumo_ev": [-9.16, -9.12]
}

=====

No. 3
{
  "formula": "C4H13NO2S",
  "method": "wB97M-V/def2-TZVPD",
  "elements": ["C", "N", "C", "O", "C", "C", "S", "H", "H", "H", "H", "H", "H", "H", "H", "H", "H", "H", "H", "H", "O"],
  "xyz": [[0.040163, -1.507253, 1.144585], [0.751510, -0.257960, 1.373790], [2.054111, -0.196561, 0.786104], [2.118137, -0.340655, -0.590277], [-0.373219, -1.703632, -0.379524], [-1.060801, -0.515425, -0.903374], [-1.965329, 0.542437, 0.265351], [0.652974, -2.390023, 1.488221], [-0.925239, -1.376451, 1.780564], [-4.529292, 4.903458, -1.986621], [2.703924, -0.982409, 1.258594], [2.431187, 0.766679, 1.190834], [1.765099, 1.020429, -1.186151], [-1.011403, -2.720190, -0.401623], [0.556502, -2.068324, -0.974220], [-1.779145, -0.829336, -1.750752], [-0.257418, 0.075425, -1.388450], [-5.238287, 4.621002, -1.626690], [0.162805, 0.490145, 1.130512], [1.470592, 2.684243, -1.652213], [1.159471, 1.899319, -1.113586]],
  "forces_ev_per_angstrom": [[-0.7, 0.2, 0.8], [0.1, -3.9, -0.6], [2.5, 0.5, -0.3], [-0.6, 0.3, 1.1], [0.1, -5.1, 0.9], [-0.4, 1.0, -1.5], [0.9, -0.9, -1.2], [-0.6, 1.1, -0.3], [1.4, -0.5, -1.2], [-2.3, -0.9, 1.2], [-0.7, 0.3, 0.1], [0.3, -0.1, -0.8], [-1.0, 1.5, 0.4], [0.8, 2.3, 0.3], [-1.4, 1.3, 0.9], [0.7, 0.6, 1.1], [-0.7, 0.4, 0.1], [2.3, 0.9, -1.2], [-1.4, 2.3, 0.2], [-0.3, -1.8, 0.9], [1.0, 0.4, -1.0]],
  "lowdin_charge": [-0.2224, 0.0283, -0.3796, -0.1775, -0.2874, -0.6243, 0.7740, 0.1355, 0.1222, 0.0020, 0.1371, 0.1308, 0.0268, 0.1431, 0.1343, 0.1286, 0.0556, 0.0006, 0.0123, 0.0487, -0.1887],
  "orbital_gap_ev": 4.218,
  "de_lowest_kj_mol": 739.2,
  "e_lumo_ev": -4.43
}